i) Entry from OMol25: C61H71AuClFGeN4O3S3Si3 as an isolated structure (ωB97M-V/def2-TZVPD).

Each line ends with the Mulliken charge.
Geometry (Å):
Au 0.905 -0.873 0.284  3.49
N -1.373 -1.451 0.293  -0.66
S -2.286 -1.556 -0.844  1.28
N -2.318 -0.421 -2.027  -0.56
S -2.411 1.098 -1.717  2.19
N -2.434 1.590 -0.255  -0.28
S -1.026 1.967 0.554  1.57
N 0.221 1.243 0.413  -1.45
C -0.851 3.684 0.109  -0.06
C -1.928 4.566 0.126  -0.42
C -1.719 5.881 -0.249  -0.92
C -0.450 6.294 -0.652  -0.75
C 0.606 5.396 -0.689  -1.06
C 0.412 4.075 -0.301  -0.12
C -1.776 1.976 2.176  -0.18
C -2.342 0.772 2.591  -0.05
C -2.907 0.702 3.853  -0.52
C -2.892 1.812 4.694  -1.01
C -2.307 2.996 4.273  -1.15
C -1.742 3.087 3.005  -0.15
C -1.208 1.915 -2.700  0.23
C 0.010 1.287 -2.888  -0.17
C 1.030 1.995 -3.510  -0.16
C 0.804 3.295 -3.937  -1.15
C -0.434 3.907 -3.746  -1.00
C -1.456 3.225 -3.114  -0.59
C -3.938 1.673 -2.380  -0.38
C -4.818 2.385 -1.585  0.18
C -6.009 2.821 -2.150  -0.99
C -6.290 2.545 -3.481  -0.62
C -5.394 1.816 -4.259  -0.76
C -4.205 1.371 -3.711  -0.62
C -4.000 -1.641 -0.310  0.99
C -5.061 -1.116 -1.035  -0.41
C -6.347 -1.195 -0.514  -0.97
C -6.568 -1.799 0.714  -0.85
C -5.503 -2.338 1.426  -0.54
C -4.217 -2.256 0.915  -0.76
C -2.154 -2.979 -1.894  0.27
C -3.064 -3.230 -2.919  -0.28
C -2.954 -4.412 -3.628  -0.88
C -1.944 -5.320 -3.315  -0.67
C -1.040 -5.047 -2.301  -0.89
C -1.146 -3.868 -1.570  -0.38
H -2.913 4.222 0.416  0.41
H -2.538 6.589 -0.223  0.46
H -0.290 7.326 -0.939  0.44
H 1.585 5.719 -1.021  0.51
H 1.211 3.342 -0.317  0.36
H -2.323 -0.082 1.918  0.42
H -3.369 -0.224 4.182  0.74
H -3.332 1.752 5.681  0.46
H -2.293 3.858 4.928  0.46
H -1.267 4.004 2.686  0.56
H 0.186 0.279 -2.548  0.04
H 1.986 1.509 -3.656  0.53
H 1.602 3.843 -4.423  0.52
H -0.601 4.922 -4.085  0.43
H -2.417 3.697 -2.950  0.58
H -4.572 2.574 -0.549  0.53
H -6.717 3.377 -1.550  0.50
H -7.215 2.898 -3.919  0.44
H -5.624 1.597 -5.293  0.46
H -3.497 0.796 -4.296  0.56
H -4.890 -0.647 -1.994  0.58
H -7.177 -0.784 -1.075  0.47
H -7.570 -1.849 1.120  0.42
H -5.678 -2.820 2.381  0.46
H -3.365 -2.646 1.459  0.13
H -3.835 -2.512 -3.164  0.32
H -3.653 -4.629 -4.425  0.45
H -1.866 -6.246 -3.870  0.43
H -0.246 -5.746 -2.074  0.47
H -0.439 -3.619 -0.791  0.29
C 5.959 1.031 1.443  -1.22
Si 4.548 0.321 0.453  0.10
C 3.781 1.616 -0.663  -0.56
C 5.164 -1.122 -0.558  -0.15
Ge 2.794 -0.455 1.855  -0.09
Si 3.545 -2.462 2.884  0.66
C 5.236 -2.211 3.634  -1.04
C 2.418 -3.108 4.250  -1.03
C 3.646 -3.755 1.540  -0.70
Si 2.591 1.300 3.459  0.15
C 1.148 0.872 4.608  -0.36
C 2.165 2.955 2.711  -0.55
C 4.078 1.507 4.569  -1.12
H 6.809 1.257 0.790  0.39
H 6.298 0.326 2.206  0.30
H 5.669 1.959 1.941  0.22
H 4.343 1.722 -1.597  0.65
H 3.737 2.594 -0.173  0.55
H 2.767 1.296 -0.914  -0.47
H 5.763 -0.782 -1.410  0.28
H 4.305 -1.675 -0.943  -0.31
H 5.776 -1.801 0.042  0.38
H 5.242 -1.414 4.381  0.26
H 5.967 -1.957 2.862  0.19
H 5.572 -3.131 4.126  0.42
H 2.206 -2.336 4.998  0.23
H 2.892 -3.950 4.763  0.53
H 1.466 -3.471 3.846  0.18
H 4.549 -3.601 0.945  0.27
H 2.793 -3.674 0.860  -0.16
H 3.677 -4.772 1.944  0.54
H 0.258 0.638 4.009  -0.58
H 0.893 1.698 5.281  0.56
H 1.419 0.005 5.222  0.38
H 1.263 2.850 2.105  -0.10
H 2.960 3.332 2.059  0.29
H 1.983 3.699 3.494  0.54
H 4.426 0.552 4.971  0.23
H 3.795 2.143 5.415  0.40
H 4.919 1.978 4.059  0.29
F -3.878 -2.833 7.274  -0.29
C -3.079 -2.741 6.227  0.46
C -2.001 -1.854 6.299  -0.76
C -1.192 -1.750 5.204  0.13
C -1.448 -2.539 4.041  1.49
C -0.654 -2.417 2.939  -0.67
C -2.554 -3.448 4.031  -0.44
C -3.374 -3.546 5.113  -0.87
H -1.834 -1.281 7.201  0.56
H -0.351 -1.070 5.200  0.24
H -0.827 -2.996 2.037  0.16
H 0.177 -1.712 2.894  -0.43
H -2.727 -4.060 3.154  0.58
H -4.219 -4.219 5.146  0.53
C 1.495 -0.397 -6.498  -1.33
C 2.842 -0.336 -5.833  0.99
C 3.803 0.585 -6.220  -0.78
C 5.031 0.637 -5.578  0.10
Cl 6.218 1.807 -6.090  -0.25
C 5.316 -0.224 -4.536  -0.87
C 4.362 -1.151 -4.136  -0.34
C 3.139 -1.210 -4.785  0.68
O 2.148 -2.100 -4.489  -0.48
C 2.219 -2.874 -3.308  -1.34
C 1.983 -2.067 -2.043  0.36
O 1.566 -2.735 -1.044  -0.65
O 2.184 -0.845 -2.048  -0.30
H 1.374 0.432 -7.196  0.39
H 0.695 -0.352 -5.755  0.10
H 1.368 -1.333 -7.044  0.35
H 3.590 1.278 -7.026  0.40
H 6.274 -0.173 -4.035  0.46
H 4.581 -1.799 -3.300  0.34
H 3.169 -3.411 -3.220  0.43
H 1.426 -3.612 -3.401  0.32

## Properties
- total charge = +1
- lowest unoccupied orbital energy (spin up / spin down) (eV) = -5.18 / -5.17
- spin multiplicity = 2
- orbital gap (spin up / spin down) (eV) = 3.200 / 4.092

=====

ii) Entry from OMol25: C61H71AuClFGeN4O3S3Si3 as an isolated structure (ωB97M-V/def2-TZVPD).

Each line ends with the Mulliken charge.
Geometry (Å):
Au -0.107 -0.028 -1.221  2.53
N 0.713 0.461 2.010  0.14
S -0.037 0.036 3.184  1.67
N -0.875 -1.365 3.322  -0.30
S -2.216 -1.912 2.804  1.46
N -2.215 -2.910 1.602  -0.68
S -1.877 -2.273 0.144  0.79
N -0.887 -1.191 0.249  -0.88
C -1.475 -3.747 -0.761  0.51
C -0.873 -3.544 -1.996  -0.09
C -0.554 -4.642 -2.777  -0.44
C -0.842 -5.922 -2.322  -0.82
C -1.445 -6.110 -1.085  -0.86
C -1.769 -5.020 -0.292  -0.35
C -3.484 -1.870 -0.540  0.28
C -3.577 -0.765 -1.370  1.00
C -4.810 -0.448 -1.926  -0.87
C -5.923 -1.226 -1.647  -0.92
C -5.813 -2.337 -0.816  -1.09
C -4.587 -2.669 -0.263  -0.56
C -3.444 -0.639 2.616  0.81
C -4.641 -0.725 3.319  -0.05
C -5.584 0.278 3.157  -1.35
C -5.323 1.350 2.318  -0.86
C -4.118 1.429 1.634  -0.73
C -3.165 0.434 1.775  1.03
C -2.818 -2.999 4.065  -0.32
C -3.853 -3.874 3.754  0.07
C -4.349 -4.695 4.751  -0.85
C -3.807 -4.644 6.031  -0.65
C -2.759 -3.784 6.316  -0.91
C -2.258 -2.949 5.327  -0.83
C -1.140 1.335 3.730  0.37
C -2.105 1.134 4.709  -0.09
C -2.900 2.199 5.094  -1.03
C -2.720 3.450 4.512  -1.15
C -1.750 3.636 3.540  -0.89
C -0.949 2.573 3.143  0.36
C 1.022 -0.172 4.621  0.83
C 0.546 -0.483 5.889  -0.49
C 1.434 -0.551 6.948  -1.13
C 2.787 -0.304 6.742  -0.80
C 3.249 0.013 5.477  -1.34
C 2.364 0.085 4.410  -0.51
H -0.646 -2.542 -2.343  0.15
H -0.081 -4.496 -3.739  0.50
H -0.593 -6.778 -2.936  0.44
H -1.659 -7.111 -0.732  0.45
H -2.219 -5.157 0.681  0.49
H -2.717 -0.144 -1.595  -0.49
H -4.884 0.410 -2.582  0.62
H -6.883 -0.974 -2.081  0.43
H -6.681 -2.949 -0.608  0.51
H -4.490 -3.542 0.370  0.33
H -4.843 -1.544 3.993  0.56
H -6.519 0.220 3.698  0.48
H -6.060 2.134 2.198  0.55
H -3.911 2.271 0.988  0.16
H -2.225 0.493 1.236  0.22
H -4.256 -3.911 2.751  0.35
H -5.154 -5.382 4.527  0.46
H -4.200 -5.290 6.806  0.41
H -2.319 -3.768 7.305  0.50
H -1.410 -2.308 5.513  0.48
H -2.270 0.157 5.144  0.27
H -3.665 2.053 5.845  0.48
H -3.344 4.280 4.818  0.44
H -1.619 4.606 3.080  0.53
H -0.205 2.681 2.367  0.08
H -0.505 -0.649 6.066  0.38
H 1.069 -0.791 7.938  0.47
H 3.476 -0.353 7.575  0.41
H 4.302 0.203 5.311  0.51
H 2.714 0.318 3.414  0.68
C 5.151 1.726 0.841  -1.29
Si 3.325 2.096 1.074  1.42
C 3.099 2.786 2.820  -1.14
C 2.814 3.463 -0.122  -1.01
Ge 2.092 0.064 0.619  -0.54
Si 2.917 -0.164 -2.056  0.91
C 4.670 -0.812 -2.053  -1.38
C 1.953 -1.384 -3.103  -0.15
C 2.938 1.546 -2.799  -0.45
Si 2.897 -2.144 1.223  0.52
C 2.215 -3.365 -0.031  -0.65
C 2.408 -2.802 2.916  -0.74
C 4.775 -2.124 1.183  -1.05
H 5.736 2.631 1.032  0.46
H 5.379 1.401 -0.175  0.19
H 5.496 0.950 1.527  0.26
H 3.061 3.877 2.779  0.54
H 3.943 2.511 3.458  0.38
H 2.187 2.442 3.311  0.20
H 2.553 4.366 0.436  0.49
H 1.959 3.202 -0.743  -0.23
H 3.642 3.713 -0.788  0.46
H 4.735 -1.872 -1.814  0.37
H 5.363 -0.267 -1.415  0.35
H 5.001 -0.685 -3.091  0.41
H 2.093 -2.407 -2.752  0.24
H 2.350 -1.329 -4.124  0.40
H 0.889 -1.176 -3.175  -0.53
H 3.875 2.057 -2.568  0.43
H 2.102 2.153 -2.482  -0.23
H 2.859 1.434 -3.886  0.19
H 1.229 -3.059 -0.384  -0.20
H 2.121 -4.354 0.425  0.48
H 2.871 -3.460 -0.898  0.44
H 1.346 -2.676 3.133  -0.21
H 2.981 -2.355 3.726  0.30
H 2.616 -3.877 2.911  0.59
H 5.179 -2.000 0.183  0.26
H 5.157 -3.068 1.583  0.46
H 5.175 -1.317 1.802  0.22
F -5.726 6.281 -0.363  -0.35
C -4.562 5.609 -0.326  0.29
C -4.470 4.393 -0.986  -0.65
C -3.280 3.699 -0.940  -0.38
C -2.163 4.205 -0.226  1.13
C -0.972 3.470 -0.135  -2.25
C -2.304 5.467 0.403  -0.64
C -3.493 6.164 0.360  -0.74
H -5.327 4.019 -1.533  0.50
H -3.170 2.761 -1.474  0.60
H -0.113 3.875 0.383  0.27
H -0.883 2.496 -0.601  0.86
H -1.452 5.894 0.921  0.57
H -3.607 7.129 0.834  0.48
C 2.079 0.215 -7.142  -1.36
C 0.893 -0.585 -6.692  0.94
C 0.779 -1.935 -6.973  -0.73
C -0.323 -2.657 -6.536  0.08
Cl -0.435 -4.357 -6.912  -0.24
C -1.330 -2.045 -5.820  -0.79
C -1.232 -0.687 -5.527  -0.79
C -0.126 0.034 -5.956  0.94
O 0.080 1.353 -5.699  -0.47
C -0.878 2.039 -4.919  -1.20
C -1.011 1.512 -3.486  0.09
O -2.112 1.541 -2.935  -0.65
O 0.088 1.061 -2.989  -0.65
H 2.746 -0.393 -7.753  0.42
H 2.642 0.596 -6.286  0.09
H 1.768 1.085 -7.721  0.34
H 1.554 -2.434 -7.542  0.41
H -2.193 -2.612 -5.494  0.53
H -2.029 -0.220 -4.963  0.41
H -1.864 2.016 -5.389  0.50
H -0.528 3.069 -4.880  0.39

## Properties
- total charge = +1
- lowest unoccupied orbital energy (spin up / spin down) (eV) = -2.43 / -2.43
- spin multiplicity = 2
- orbital gap (spin up / spin down) (eV) = 6.514 / 6.676

=====

Result of the stability comparison: i) is the least stable of them.